Formula: H2OS2
Source: OMol25
Level of theory: ωB97M-V with the def2-TZVPD basis set

XYZ file:
```
5
H2OS2 | OMol25 | ωB97M-V with the def2-TZVPD basis set
O 2.2091 0.5660 -0.0712
S 1.8363 -0.8855 -0.0682
S -1.0130 -0.3840 -0.1143
H -2.2612 -0.2326 0.3606
H -0.7712 0.9361 -0.1070
```

Properties
2S+1: 1
HOMO level: -8.451 eV
SMILES: O=S.S

These are the Mulliken partial charges, in e, on atoms 1 to 4: O -0.33; S 0.28; S -0.30; H 0.16

Formula: C14H21AuN8O3
Source: OMol25
Level of theory: ωB97M-V with the def2-TZVPD basis set

XYZ file:
```
47
C14H21AuN8O3 | OMol25 | ωB97M-V with the def2-TZVPD basis set
Au -0.1180 -0.9688 1.1446
N 2.2676 2.6916 0.4810
C 2.9182 2.1891 1.7358
C 1.9557 2.2093 2.9255
C 1.1857 0.9298 3.2481
N -0.0367 0.7167 2.3712
C 2.0958 -0.2925 3.2277
C 2.8394 -0.4456 1.9055
N 1.9130 -0.9159 0.8199
C 3.6159 0.8301 1.5423
H 1.7558 3.5555 0.6565
H 1.6236 1.9523 -0.1193
H 2.9905 2.9370 -0.1994
H 3.6950 2.9207 1.9546
H 1.2784 3.0669 2.8669
H 2.5664 2.4016 3.8104
H 0.7922 1.0527 4.2568
H -0.2659 1.5641 1.8532
H -0.8374 0.5731 2.9880
H 1.5366 -1.2011 3.4625
H 2.8298 -0.1742 4.0272
H 3.5763 -1.2411 2.0137
H 2.1208 -1.8851 0.5442
H 2.0038 -0.3354 -0.0323
H 4.0363 0.7492 0.5365
H 4.4791 0.8324 2.2108
C -0.0821 -5.8132 -1.4927
N -0.7140 -4.6993 -0.7638
C -2.0405 -4.6703 -0.5076
C -2.6855 -3.6678 0.1731
C -1.8559 -2.6287 0.5635
O -2.0911 -1.5071 1.2110
N -0.5468 -2.6718 0.2726
C 0.1374 -3.6797 -0.3414
O 1.3389 -3.6662 -0.4928
H -0.8575 -6.5073 -1.8008
H 0.6332 -6.3127 -0.8444
H 0.4352 -5.4223 -2.3648
H -2.5950 -5.5199 -0.8836
H -3.7480 -3.6854 0.3518
O 1.4204 0.8001 -1.2939
N 0.2768 0.1408 -1.3099
C -0.2210 -0.0963 -2.4724
C -1.3584 -0.9761 -2.4850
N -2.2107 -1.7432 -2.4315
C 0.3543 0.4034 -3.6877
N 0.8321 0.8013 -4.6518
```

Properties
2S+1: 1
HOMO level: -15.039 eV
charge: +2

These are the Mulliken partial charges, in e, on atoms 1 to 4: Au 0.97; N -0.14; C 0.23; C -1.49

Formula: C5H16NO2
Source: OMol25
Level of theory: ωB97M-V with the def2-TZVPD basis set

XYZ file:
```
24
C5H16NO2 | OMol25 | ωB97M-V with the def2-TZVPD basis set
C -1.5134 -0.7140 -1.9350
C -0.3702 0.2404 -1.4646
C 0.5132 -0.4587 -0.4682
C 1.6650 -1.2278 -1.0340
C 2.9693 -0.9636 -0.6996
N -1.0530 1.4548 -0.8822
H -1.4920 -1.6489 -1.3755
H -2.5004 -0.2573 -1.8516
H -1.4351 -0.9033 -3.0131
H 0.1987 0.5023 -2.3677
H 0.0158 -1.1233 0.2827
H 0.8643 0.2816 0.2940
H 1.4933 -2.0122 -1.7826
H 3.8175 -1.4825 -1.1626
H 3.3148 -0.2587 0.0590
H -0.3522 2.1871 -0.7394
H -1.4854 1.2749 0.0734
H -1.7893 1.7872 -1.5067
H -1.9754 1.2891 2.3892
H -0.8608 0.2856 2.1156
O -1.6357 0.7349 1.6807
H 0.7877 -0.4577 3.3017
H 0.3917 1.0196 4.1036
O 0.2358 0.3063 3.4750
```

Properties
2S+1: 2
HOMO level (alpha / beta): -18.521 / -18.521 eV
charge: +2

These are the Mulliken partial charges, in e, on atoms 1 to 4: C -1.36; C 0.30; C -0.94; C 0.11

Formula: C4H7NO
Source: OMol25
Level of theory: ωB97M-V with the def2-TZVPD basis set

XYZ file:
```
13
C4H7NO | OMol25 | ωB97M-V with the def2-TZVPD basis set
C -1.0013 -0.7764 -0.9648
N -1.6049 0.0063 -0.2101
C -0.8144 0.6742 0.7802
C 0.6803 0.4535 0.6671
C 1.0322 -0.3979 -0.5012
O 0.3075 -1.5509 -0.5578
H -1.3388 -1.4812 -1.6921
H -1.1864 0.3205 1.7330
H -1.0758 1.7286 0.7355
H 1.0537 -0.0417 1.5540
H 1.2287 1.3872 0.5707
H 0.6335 0.2586 -1.4150
H 2.0856 -0.5808 -0.6994
```

Properties
2S+1: 1
HOMO level: -9.711 eV
SMILES: C1=NCCCO1

These are the Mulliken partial charges, in e, on atoms 1 to 4: C 0.02; N -0.42; C -0.42; C -0.48

Formula: C17H47Ag2N4O5
Source: OMol25
Level of theory: ωB97M-V with the def2-TZVPD basis set

XYZ file:
```
75
C17H47Ag2N4O5 | OMol25 | ωB97M-V with the def2-TZVPD basis set
Ag 1.9899 -0.1236 3.3388
Ag 2.5021 -1.0287 -1.8641
C -1.9690 -0.8589 0.7071
O -0.6171 -0.9713 0.6483
H -2.2398 -0.7739 1.7595
H -2.2614 -0.0183 0.0779
H -2.4249 -1.7153 0.2103
C -5.3514 9.3950 -4.2939
C -4.6909 9.2270 -2.9136
C -4.7976 7.7294 -2.4870
O -4.2007 7.5868 -1.2185
C -4.2001 6.2538 -0.7959
N -3.2910 9.7416 -2.8697
H -4.9657 8.8165 -5.1333
H -5.4345 10.4074 -4.6892
H -6.4147 9.1921 -4.1659
H -5.2786 9.8199 -2.2128
H -4.4733 7.0353 -3.2624
H -5.8634 7.5020 -2.4661
H -5.2079 6.1303 -0.3994
H -3.3533 6.0115 -0.1538
H -4.1032 5.5906 -1.6555
H -2.7999 9.0464 -2.3260
H -3.3315 10.5662 -2.2879
C 0.0520 3.5554 -4.3185
C 0.2089 2.1813 -3.5811
C 0.0064 1.0152 -4.6298
O -0.0754 -0.2270 -3.9887
C -0.6229 -1.2896 -4.9389
N 1.5726 2.0904 -3.0140
H 0.2664 4.3705 -3.6273
H -1.0161 3.5301 -4.5345
H 0.5810 3.6187 -5.2694
H -0.4974 2.1479 -2.7515
H 0.7715 0.9670 -5.4046
H -0.9184 1.2481 -5.1576
H -1.2249 -0.9574 -5.7847
H -1.2017 -2.0375 -4.3969
H 0.2734 -1.7499 -5.3548
H 2.2555 2.4240 -3.6792
H 1.4344 2.8263 -2.3362
C 2.3304 -6.8636 0.5862
C 3.1384 -5.5656 0.2094
C 4.6358 -5.8901 0.3308
O 4.9710 -5.9454 1.7164
C 6.2036 -6.4208 2.0903
N 2.7937 -5.1228 -1.1189
H 1.2894 -6.9036 0.2656
H 2.4865 -7.1330 1.6308
H 2.6933 -7.7439 0.0557
H 2.9803 -4.8040 0.9730
H 5.1490 -5.0980 -0.2146
H 4.8179 -6.8634 -0.1248
H 6.8202 -5.7357 2.6723
H 6.6998 -6.7418 1.1744
H 5.9722 -7.2474 2.7620
H 3.4214 -5.6064 -1.7452
H 1.9142 -5.5260 -1.4090
C 1.5648 -5.1788 6.1021
C 1.2237 -3.8069 5.5121
C 0.3074 -2.9950 6.3214
O 0.2007 -1.6993 5.7474
C -1.0065 -0.9202 6.1216
N 2.4493 -3.1130 5.2173
H 0.7012 -5.8272 6.2500
H 2.0095 -4.9701 7.0751
H 2.2367 -5.7973 5.5070
H 0.7359 -3.9156 4.5435
H 0.7206 -2.7531 7.3006
H -0.5981 -3.5552 6.5545
H -1.1747 -0.6675 7.1684
H -2.0092 -1.2845 5.8981
H -0.8804 -0.0044 5.5441
H 3.0632 -3.1165 6.0194
H 3.0512 -3.4591 4.4838
```

Properties
2S+1: 3
HOMO level (alpha / beta): -14.535 / -14.535 eV
charge: +3

These are the Mulliken partial charges, in e, on atoms 1 to 4: Ag 0.87; Ag 0.86; C -0.40; O -0.32

Formula: C7H8BrFN2O3
Source: OMol25
Level of theory: ωB97M-V with the def2-TZVPD basis set

XYZ file:
```
22
C7H8BrFN2O3 | OMol25 | ωB97M-V with the def2-TZVPD basis set
O -0.7909 -0.6534 -2.5508
C -0.1623 -0.7597 -1.5197
N 0.5539 -1.9351 -1.1569
C 1.0545 -2.2133 0.1445
C 1.4197 -3.5453 0.2651
Br 2.3204 -4.1075 1.8265
O 1.0620 -1.0967 0.9902
C 0.7021 0.3812 0.5605
F 1.9034 0.9783 0.3107
O 0.1361 0.8812 1.6595
C -0.6625 2.0805 1.5901
C -1.5109 1.9484 0.2671
C -0.6918 1.5360 -0.9053
N -0.0357 0.2272 -0.6351
H 0.2276 -2.6248 -1.7954
H 1.7050 -4.1892 -0.4765
H -0.1094 3.1000 1.5095
H -1.3107 2.1851 2.4994
H -2.1369 2.8903 0.2304
H -2.3634 1.1660 0.3221
H -1.4192 1.4259 -1.8591
H 0.1091 2.3249 -1.2768
```

Properties
2S+1: 1
HOMO level: -8.217 eV
SMILES: O=C1N/C(=C/Br)O[C@]2(F)OCCCN12

These are the Mulliken partial charges, in e, on atoms 1 to 4: O -0.65; C 0.57; N -0.21; C 0.59

Formula: C3H4N4
Source: OMol25
Level of theory: ωB97M-V with the def2-TZVPD basis set

XYZ file:
```
11
C3H4N4 | OMol25 | ωB97M-V with the def2-TZVPD basis set
N -1.2703 -1.2229 -0.7571
C -0.4635 -0.1837 -0.2306
C 0.7129 -0.7342 0.2474
N 1.6629 0.0885 0.7255
C 1.3054 1.4138 0.6728
N 0.1669 1.9250 0.2277
N -0.7634 1.0943 -0.2457
H -1.8840 -1.7136 -0.1234
H -1.7729 -0.9842 -1.5822
H 0.2919 -1.8431 0.0172
H 2.0142 2.1601 1.0484
```

Properties
2S+1: 1
HOMO level: -9.430 eV
SMILES: Nc1cncnn1

These are the Mulliken partial charges, in e, on atoms 1 to 4: N -0.51; C 0.40; C 0.16; N -0.60

Formula: C16H31F3MnP2
Source: OMol25
Level of theory: ωB97M-V with the def2-TZVPD basis set

XYZ file:
```
53
C16H31F3MnP2 | OMol25 | ωB97M-V with the def2-TZVPD basis set
P 1.3057 1.2461 -0.4406
P -2.1131 0.6133 -0.4417
C 0.0603 2.1605 -1.4337
C -1.2986 2.1860 -0.7599
H 0.0905 1.7316 -2.4449
H 0.4984 3.1783 -1.3887
H -1.2501 2.7142 0.2144
H -2.0215 2.6430 -1.4461
C -2.6134 0.0285 -2.0082
H -3.3988 -0.7390 -1.9821
H -1.7769 -0.3655 -2.5907
H -2.9869 0.9275 -2.5165
C -3.7778 1.2946 0.3420
H -4.1964 1.9671 -0.4043
H -3.5009 1.8350 1.2878
H -4.4555 0.4527 0.6201
C 2.9037 1.6221 -1.3365
H 3.6374 1.8157 -0.5421
H 2.7116 2.5702 -1.8469
H 3.2926 0.8769 -2.0496
C 1.7244 2.5358 0.7668
H 0.8260 3.0271 1.1293
H 2.3333 3.2603 0.2064
H 2.3283 2.1519 1.6016
Mn -2.5178 0.0731 1.5108
C 0.7085 -0.9751 -1.1963
C 1.8653 -1.1381 -1.8960
C 2.8381 -2.2403 -1.7658
C 2.9777 -2.6614 -0.2592
C 3.0471 -1.6291 0.7884
C 2.6648 -0.3214 0.8897
C 1.2014 -0.5931 1.3496
C 0.4074 -1.4044 0.2393
C -2.2583 -0.4141 3.3806
H -0.2067 -0.7457 -1.7691
H 1.9981 -0.5420 -2.8399
H 3.8266 -1.9736 -2.1887
H 2.4015 -3.0697 -2.3414
H 2.1321 -3.3546 -0.0561
H 3.9202 -3.2419 -0.2086
H 3.4981 -2.0137 1.6980
H 3.2440 0.4197 1.4436
H 0.6379 0.2687 1.7282
H 1.1953 -1.1570 2.3169
H 0.5592 -2.4680 0.4909
H -0.6838 -1.3104 0.4846
H -3.1870 -0.6201 3.9445
H -1.6726 0.3942 3.8486
H -1.6484 -1.3297 3.3887
F -2.7765 -2.6992 1.0194
C -3.5886 -1.5539 1.1719
F -4.4505 -1.6109 0.0559
F -4.4555 -1.8222 2.2359
```

Properties
2S+1: 6
HOMO level (alpha / beta): -6.398 / -6.881 eV

These are the Mulliken partial charges, in e, on atoms 1 to 4: P 1.41; P 2.01; C -1.52; C -0.99